The following is a quantum chemistry calculation of a structure of composition C28H35BeN5OP2 in a non-equilibrium geometry, from the Open Molecules 2025 dataset.

Each line ends with the Mulliken charge.
Positions of all 72 atoms, in Å:
Be 0.14540 2.08760 -5.34866  -0.572
C -1.38024 2.11241 -5.95492  -0.462
C -0.96320 0.79251 -5.79907  1.603
C -0.30066 -0.12134 -6.80846  -0.965
C 1.13431 0.40744 -7.07281  -1.425
C 1.51271 1.43123 -6.03534  2.348
C 1.47088 2.82390 -6.17712  -1.559
C 0.41367 3.74429 -6.75017  -0.881
C -1.02793 3.13969 -6.97414  -1.355
C 0.05468 2.15210 -3.69778  0.688
H -2.14219 2.46577 -5.24935  0.230
H -1.37429 0.25441 -4.92521  -0.044
H -0.83422 -0.27138 -7.76529  0.406
H -0.23168 -1.12508 -6.33823  0.224
H 1.84355 -0.43785 -7.08826  0.429
H 1.24929 0.85950 -8.06796  0.388
H 2.07721 0.98576 -5.20018  -0.381
H 2.43735 3.31302 -5.98681  0.442
H 0.75525 4.19558 -7.68732  0.490
H 0.32320 4.63965 -6.10169  0.375
H -1.76664 3.93828 -6.81069  0.350
H -1.22101 2.84262 -8.01864  0.355
H -0.51323 1.30414 -3.27257  -0.491
H -0.48395 3.07070 -3.43360  0.375
H 1.08669 2.13426 -3.33203  -0.417
P 1.68559 -0.91587 -2.01979  0.196
P -2.03812 -1.12971 -2.21206  0.872
N 3.35888 -0.07129 -2.87276  0.612
N 2.57068 -2.10392 -1.16862  0.476
N -3.17682 0.30311 -2.82527  0.432
N -3.25556 -2.01612 -1.52040  0.674
C 0.62765 -1.72437 -3.29950  0.106
C -0.88050 -2.17543 -3.12691  -1.346
C 3.62348 1.28216 -2.67111  -0.554
C 4.79127 1.65497 -3.35822  -0.839
C 5.26353 0.48593 -3.99220  -0.546
C 4.37598 -0.55269 -3.68189  -0.815
C 3.51202 -1.70458 -0.18861  -0.482
C 4.48252 -2.68747 -0.11020  -0.497
C 4.12294 -3.73831 -1.03037  -0.638
C 2.94458 -3.36570 -1.65805  -0.293
C -3.01986 1.56365 -2.24979  -0.312
C -3.98041 2.43601 -2.75641  -0.783
C -4.78906 1.70592 -3.67535  -0.580
C -4.28020 0.40218 -3.69948  -0.549
C -4.38647 -2.55913 -2.14310  -0.532
C -5.18249 -3.15204 -1.17986  -0.556
C -4.53390 -2.96837 0.09241  -0.686
C -3.35361 -2.27708 -0.14448  -0.337
H 1.18774 -2.61401 -3.63384  0.964
H 0.62442 -0.94022 -4.07927  -0.933
H -1.36727 -2.28489 -4.10355  0.505
H -0.95663 -3.17233 -2.64972  0.410
H 3.02050 1.88090 -2.01087  0.511
H 5.26017 2.63252 -3.34547  0.458
H 6.17742 0.41601 -4.56500  0.439
H 4.46009 -1.59549 -3.95435  0.438
H 3.38749 -0.74269 0.29983  0.398
H 5.37086 -2.64924 0.50598  0.413
H 4.68237 -4.64243 -1.22379  0.423
H 2.34618 -3.85120 -2.42197  0.358
H -2.25061 1.70508 -1.50687  0.445
H -4.09631 3.47370 -2.47490  0.460
H -5.65858 2.11849 -4.20868  0.400
H -4.66114 -0.46180 -4.22644  0.328
H -4.49143 -2.51474 -3.20843  0.422
H -6.13067 -3.64744 -1.36352  0.429
H -4.92330 -3.30168 1.04726  0.430
H -2.54464 -1.94553 0.47670  0.436
O 0.71108 -0.39706 0.31782  -0.616
C 0.19997 -0.51148 -0.80097  0.239
N -1.09519 -0.38531 -1.15649  -0.536

Computed properties:
- HOMO-LUMO gap (alpha / beta): 6.414 / 6.160 eV
- E_HOMO (alpha / beta): -6.8543 / -6.5351 eV
- LUMO energy (alpha / beta): -0.440 / -0.375 eV

The following is a quantum chemistry calculation of a structure of composition C28H35F23O14Tl in a non-equilibrium geometry, from the Open Molecules 2025 dataset.

Each line ends with the Mulliken charge.
Positions of all 101 atoms, in Å:
Tl -1.55935 2.05275 0.76223  2.637
F -3.68474 2.41387 1.71674  -0.661
F 0.29780 0.06090 0.04328  -0.430
C 1.37693 -4.74952 -1.99100  -0.329
C 1.90586 -6.06352 -1.41298  -0.492
O 0.85919 -6.97091 -1.05747  -0.263
C 0.24711 -7.61423 -2.06384  0.350
O 0.41294 -7.58495 -3.22836  -0.481
C -0.86796 -8.49331 -1.42771  0.862
F -1.26372 -8.20830 -0.20463  -0.212
F -1.96812 -8.58678 -2.23412  -0.257
F -0.40975 -9.77853 -1.32344  -0.268
H 0.88961 -4.91089 -2.98252  0.346
H 2.20078 -4.05223 -2.09445  0.189
H 0.67709 -4.34410 -1.26752  -0.141
H 2.28940 -5.95904 -0.38630  0.333
H 2.66135 -6.49590 -2.07732  0.358
C -7.86993 -0.09910 0.74456  -1.244
C -6.42196 0.33115 0.78222  -0.128
O -5.58129 -0.39586 -0.16662  -0.218
C -4.27851 -0.36309 -0.24137  0.297
O -3.54895 0.28589 0.50473  -0.328
C -3.76372 -1.43977 -1.23084  0.743
F -4.62017 -1.78986 -2.10917  -0.241
F -2.68215 -0.91280 -1.88785  -0.217
F -3.29062 -2.52433 -0.58316  -0.244
H -8.35459 0.53027 1.47625  0.390
H -7.99573 -1.14706 1.06250  0.315
H -8.32384 0.16502 -0.21795  0.339
H -5.96278 0.17721 1.76736  0.266
H -6.21665 1.41777 0.62840  0.281
C 3.67983 3.10495 0.51402  -1.295
C 2.36683 2.88780 -0.13462  0.939
O 1.82578 4.27060 -0.52510  -0.344
C 0.67725 4.57600 -0.14248  0.693
O -0.20758 3.81878 0.37517  -0.759
C 0.12044 6.02595 -0.39066  0.736
F -1.16496 6.05439 -0.11467  -0.219
F 0.69679 6.91647 0.43380  -0.235
F 0.28656 6.37710 -1.63812  -0.234
H 4.48449 3.46386 -0.09896  0.419
H 4.00529 2.18036 0.95410  0.219
H 3.51047 3.70092 1.39716  0.200
H 1.71864 2.33013 0.47315  -0.391
H 2.48537 2.32798 -1.05933  0.189
C 3.12523 -1.08813 0.18971  -0.672
C 2.72807 -1.09141 -1.25251  1.540
O 3.92643 -1.15129 -2.08699  -0.365
C 4.57875 -0.07439 -2.46934  0.406
O 4.36910 1.05903 -2.23404  -0.483
C 5.83790 -0.51313 -3.32361  0.827
F 5.80792 -1.71543 -3.79430  -0.221
F 5.99513 0.39726 -4.26445  -0.245
F 6.94515 -0.43478 -2.55823  -0.268
H 3.58857 -2.04382 0.39360  0.430
H 2.25295 -0.92295 0.81276  -0.080
H 3.80589 -0.26456 0.34788  0.174
H 2.07046 -0.25745 -1.45111  -0.685
H 2.20079 -1.97408 -1.57302  -0.460
C 0.67101 0.44382 -3.71331  -1.458
C -0.57261 0.75312 -2.94098  0.667
O -1.02692 2.13802 -3.13829  -0.145
C -1.86118 2.79542 -2.43302  0.355
O -2.29077 2.54784 -1.23594  -0.571
C -2.24041 4.17153 -3.07673  0.776
F -1.28020 4.70610 -3.87704  -0.225
F -3.32852 3.97550 -3.83157  -0.223
F -2.49382 5.08792 -2.11438  -0.187
H 0.43150 0.55014 -4.78266  0.444
H 0.79080 -0.61072 -3.46142  0.368
H 1.57543 0.91830 -3.34998  0.280
H -0.47645 0.55619 -1.88017  -0.347
H -1.38566 0.10243 -3.27779  0.256
C -0.94196 -3.78269 1.18637  -1.505
C -0.92392 -2.33323 1.51784  1.805
O -0.79174 -2.21587 2.93685  -0.424
C -1.44956 -1.24135 3.56718  0.294
O -2.12588 -0.40896 3.07498  -0.544
C -1.22840 -1.49352 5.07123  0.973
F -2.02392 -2.49269 5.48664  -0.258
F 0.09140 -1.81632 5.34763  -0.241
F -1.59309 -0.47482 5.79653  -0.242
H -1.86996 -4.19317 1.62647  0.399
H -0.08405 -4.36603 1.49905  0.405
H -1.02933 -3.89090 0.10179  0.229
H -1.85960 -1.81339 1.18858  -0.434
H -0.14037 -1.78357 1.04418  -0.628
C 2.07611 5.96965 3.38438  -1.319
C 1.10320 4.85168 3.23936  0.392
O 1.71186 3.55281 3.53246  -0.227
C 1.16644 2.42750 3.15546  0.304
O 0.07589 2.34580 2.60530  -0.738
C 1.99736 1.19032 3.66371  0.859
F 2.49812 0.51109 2.60427  -0.171
F 2.99585 1.55247 4.42890  -0.259
F 1.22241 0.40707 4.35349  -0.240
H 2.90348 5.86732 2.65350  0.264
H 2.39475 5.97573 4.42639  0.415
H 1.59366 6.95396 3.25915  0.380
H 0.53840 4.70421 2.30372  -0.304
H 0.30959 4.95039 3.97839  0.455

Computed properties:
- HOMO-LUMO gap: 6.155 eV
- E_HOMO: -13.0146 eV
- Total charge: +1
- LUMO energy: -6.860 eV

The following is a quantum chemistry calculation of a structure of composition C28H35F3IrN2OS in a non-equilibrium geometry, from the Open Molecules 2025 dataset.

Each line ends with the Mulliken charge.
Positions of all 71 atoms, in Å:
Ir -0.60783 0.86798 0.15611  0.691
F -4.01104 2.11477 3.80343  -0.216
C -4.02539 3.24350 3.07290  0.719
F -5.22592 3.81444 3.22646  -0.289
F -3.10393 4.06868 3.59064  -0.232
C -3.74074 2.95388 1.62264  -0.300
C -4.63264 3.30504 0.62908  -0.230
C -4.33905 3.02423 -0.70647  -1.001
C -3.15165 2.39927 -1.00306  -0.280
N -2.28458 2.06418 -0.03989  -0.215
C -2.55920 2.31861 1.24322  0.784
S -1.25595 1.67110 2.18737  -0.319
H -5.55911 3.79585 0.89471  0.554
H -5.01975 3.29591 -1.49954  0.448
H -2.86406 2.16989 -2.02131  0.554
C 5.48378 -0.42290 2.47559  -1.641
C 4.27915 0.40175 2.09599  -0.554
C 3.96545 1.57301 2.79695  -0.690
C 2.87764 2.37517 2.45323  -0.185
C 2.59163 3.66291 3.18167  -1.528
C 2.06895 1.95425 1.41893  -0.762
C 2.29000 0.72723 0.74067  0.896
C 3.46501 0.00129 1.05960  0.409
N 1.34173 0.32882 -0.16360  -0.671
C 1.50186 -0.79233 -1.10877  2.067
C 2.76968 -0.67498 -1.97023  -1.013
C 2.80349 -1.82113 -2.98885  0.368
C 2.78980 -3.16310 -2.24740  -1.262
C 1.50292 -3.28107 -1.42120  0.436
C 0.28554 -3.19122 -2.34880  -1.366
C 0.30951 -1.84593 -3.08188  0.462
C 1.58791 -1.73224 -3.91464  -1.604
C 0.29179 -0.71098 -2.05350  -2.152
C 1.44235 -2.15030 -0.38614  -1.413
H 6.03952 0.03807 3.29008  0.397
H 6.15897 -0.53756 1.62635  0.352
H 5.18381 -1.42164 2.79518  0.351
H 4.60853 1.88165 3.61497  0.332
H 3.44718 3.98117 3.77508  0.400
H 1.74024 3.54079 3.85413  0.274
H 2.34167 4.46005 2.48107  0.360
H 1.26607 2.59138 1.07058  0.933
H 3.71892 -0.90219 0.52891  0.900
H 3.66887 -0.70744 -1.35882  0.567
H 2.76356 0.29172 -2.48454  0.389
H 3.71704 -1.73299 -3.57942  0.279
H 3.66576 -3.24475 -1.59666  0.487
H 2.84205 -3.98419 -2.96653  0.502
H 1.49139 -4.23511 -0.89092  0.334
H -0.63586 -3.29021 -1.76468  0.234
H 0.30519 -4.00726 -3.07547  0.575
H -0.56515 -1.75859 -3.73034  0.408
H 1.60099 -0.78391 -4.46062  0.483
H 1.61988 -2.53485 -4.65562  0.516
H -0.62462 -0.79194 -1.45076  0.425
H 0.29918 0.26222 -2.56237  0.459
H 2.25556 -2.24807 0.33234  0.501
H 0.50265 -2.20017 0.17521  0.134
C -4.54797 -0.88562 -0.60017  -0.398
C -4.47786 -1.49032 0.81064  -0.684
C -3.03528 -1.24170 1.26674  -0.563
O -2.32833 -0.71260 0.11082  -0.382
C -3.11127 -0.96612 -1.07124  -0.444
H -4.87611 0.15435 -0.56543  0.048
H -5.21881 -1.44026 -1.25445  0.463
H -4.69246 -2.55763 0.77862  0.293
H -5.19243 -1.02732 1.48823  0.333
H -2.53604 -2.15703 1.58486  0.382
H -2.95651 -0.50829 2.06337  0.278
H -2.86731 -1.96008 -1.45777  0.306
H -2.83838 -0.21913 -1.81525  0.308

Computed properties:
- HOMO-LUMO gap (alpha / beta): 5.885 / 5.959 eV
- E_HOMO (alpha / beta): -10.6481 / -10.6798 eV
- Total charge: +1
- LUMO energy (alpha / beta): -4.763 / -4.720 eV